(1)
Here is a cluster of 6 separate species, H12O5S in total from the Open Molecules 2025 dataset. Energies are from ωB97M-V/def2-TZVPD.

XYZ file:
```
18
Properties=species:S:1:pos:R:3:forces:R:3
S 2.2528 0.3349 -1.1538 0.19 0.36 0.18
O 1.0009 1.1481 1.9208 -0.11 0.26 0.18
O -0.2498 -1.7224 1.7048 -0.08 -0.17 -0.01
O -0.7189 -1.7587 -1.1452 -0.23 -0.11 -0.16
O -1.0060 0.8659 -2.3317 0.07 0.11 -0.03
O -1.5189 1.6599 0.4120 -0.37 -0.10 0.03
H -1.1018 1.4898 -1.5999 -0.04 0.09 -0.01
H 2.9913 -0.7772 -1.2159 -0.15 -0.12 -0.18
H -0.7200 -1.9289 -0.1898 -0.05 0.18 0.07
H -0.2772 -0.9071 2.2195 0.13 0.03 -0.16
H 1.2905 -0.0218 -2.0126 0.04 -0.19 0.02
H -0.9469 0.0210 -1.8669 0.03 -0.23 -0.02
H -0.7500 1.5047 0.9772 0.12 -0.27 -0.15
H -2.0293 0.8349 0.4046 0.31 0.31 0.08
H 0.6856 -1.8613 1.5216 0.04 0.11 0.07
H 0.8402 1.9299 2.4669 0.27 -0.12 -0.06
H 1.7862 1.3396 1.3836 -0.35 -0.10 0.03
H -1.5287 -2.1512 -1.4953 0.17 -0.04 0.11
```
Positions in Å, forces in eV/Å.

Values from the calculation:
ΔE to the lowest compared entry with this formula, charge and spin   11.70 kJ/mol
Total charge   0
SMILES string   O.O.O.O.O.S
Molar mass   124.16 u
Lowest unoccupied orbital energy   0.0064 Ha

(2)
Here is a cluster of 2 separate species, C4H6FN in total from the Open Molecules 2025 dataset. Energies are from ωB97M-V/def2-TZVPD.

XYZ file:
```
12
Properties=species:S:1:pos:R:3:forces:R:3
F -1.7997 1.4208 -0.3049 0.17 -0.14 0.24
N -1.3298 0.0558 1.4670 -0.12 0.01 -0.31
C 1.4407 2.1504 0.6867 -0.50 -0.24 0.02
C 0.4621 -1.0295 -1.6434 0.11 0.06 0.02
C 0.3331 1.6492 0.6709 0.08 0.08 -0.19
C -0.8890 1.0438 0.6190 -0.16 -0.09 0.02
H -2.3271 -0.0932 1.4727 0.06 0.03 0.13
H -0.0295 -1.9748 -1.5896 -0.20 -0.36 0.05
H 2.3622 2.6441 0.7498 0.57 0.29 0.04
H 1.2915 -0.8138 -1.0035 0.21 0.06 0.21
H 0.1592 -0.3115 -2.3729 -0.13 0.28 -0.26
H -0.8568 -0.0114 2.3524 -0.09 0.02 0.02
```
Positions in Å, forces in eV/Å.

Values from the calculation:
ΔE to the lowest compared entry with this formula, charge and spin   467.52 kJ/mol
Total charge   0
Molar mass   87.10 u
Lowest unoccupied orbital energy (spin up / spin down)   0.0140 / 0.0195 Ha

(3)
Here is the molecule C3H6BrNO from the Open Molecules 2025 dataset. Energies are from ωB97M-V/def2-TZVPD.

XYZ file:
```
12
Properties=species:S:1:pos:R:3:forces:R:3
Br -2.8229 -0.2782 -0.0171 -0.76 0.07 0.03
O 0.7279 1.4400 0.4832 -0.92 2.50 0.65
N -0.0709 1.9469 -0.4771 -1.91 0.74 1.54
C -0.0998 -0.8359 0.5023 -0.07 -1.63 2.40
C 1.0577 0.1593 0.3705 2.67 -3.63 1.10
C -1.0934 -0.6323 -0.5065 -0.18 -0.12 -3.00
H 0.2667 -1.9722 0.5578 -0.36 2.45 -0.26
H 1.8462 -0.0684 1.1942 -1.21 0.39 -1.48
H -0.9678 -0.9481 -1.5952 -0.13 0.54 1.71
H 0.3275 1.8847 -1.3808 1.33 -1.00 -1.41
H -0.6171 -0.6315 1.4687 0.57 -0.32 -0.36
H 1.4458 -0.0643 -0.6000 0.98 0.01 -0.91
```
Positions in Å, forces in eV/Å.

Values from the calculation:
ΔE to the lowest compared entry with this formula, charge and spin   457.11 kJ/mol
Total charge   0
Molar mass   151.99 u
Lowest unoccupied orbital energy (spin up / spin down)   -0.0009 / -0.0029 Ha

(4)
Here is a structure of composition C27H35F5MgN4OP2Te from the Open Molecules 2025 dataset. Energies are from ωB97M-V/def2-TZVPD.

XYZ file:
```
76
Properties=species:S:1:pos:R:3:forces:R:3
Te -1.1397 -0.1149 7.1700 2.31 1.65 -0.12
P -2.0034 -0.6834 -1.9296 -0.91 2.02 -2.37
P 1.4710 -1.2600 -2.0306 2.05 -0.25 -2.79
Mg -0.2499 -2.5288 5.5516 -1.71 -0.87 0.09
F -1.6190 1.7962 6.9099 0.33 -1.84 0.40
F 0.5838 0.2311 6.3064 -1.59 -0.15 0.76
F -0.3966 -2.0605 7.5983 0.08 0.77 -0.93
F -0.4510 -4.1444 4.7307 0.21 0.79 0.35
F -0.0265 0.5173 8.7023 -1.09 -0.67 -0.89
O -1.5775 -0.9196 5.5041 0.70 0.05 0.80
N 2.1993 -2.5028 -3.1610 -0.72 -0.43 0.44
N -2.1311 1.0965 -2.3001 0.69 0.22 1.03
N -3.5745 -1.1220 -2.5912 -0.68 -0.70 -0.23
N 2.7973 -0.1392 -2.2574 0.46 0.84 0.67
C 2.4871 -2.4291 -4.5285 0.01 -1.38 0.29
C 4.4280 1.1516 -3.1609 -1.03 -0.69 0.27
C 1.5273 0.9506 2.2588 -0.04 -0.54 1.28
C 4.6338 1.0847 -1.7446 -0.73 -0.64 0.16
C 1.8756 -1.9652 5.4994 4.24 1.12 0.25
C -2.0784 3.2254 -3.1311 -0.01 -1.71 0.52
C 2.3939 -3.8245 -2.7590 0.19 0.10 -1.03
C 0.1664 0.3689 1.9801 -0.25 0.35 -0.58
C 0.8988 3.2602 3.1645 0.30 0.44 0.43
C 1.8070 2.0800 2.9197 0.32 -0.19 -0.05
C -1.8936 3.2933 -1.7091 -0.10 -1.08 -0.17
C 3.2845 0.4159 -3.4453 0.75 0.48 0.83
C -1.7688 1.7833 3.0639 0.54 -1.14 0.75
C -0.9915 1.3857 1.8525 -0.82 -0.22 -0.73
C -1.9083 1.9871 -1.2420 -0.36 0.57 -1.22
C 2.8562 -3.6974 -4.9793 -0.39 0.98 1.07
C -1.2952 2.3876 4.1595 -0.56 0.53 0.48
C 0.4314 -0.4390 -3.3150 -0.63 -0.06 0.13
C -0.9752 -1.0249 -3.4531 -0.23 -0.35 0.34
C -5.2633 -2.5305 -3.1636 0.75 0.52 0.17
C -0.0695 3.2057 4.3614 0.55 -0.16 -0.13
C -4.1190 -2.4050 -2.3931 -0.56 0.99 -0.71
C -2.1895 1.8662 -3.4670 0.09 0.99 0.61
C 2.8061 -4.5788 -3.8511 -0.34 0.95 0.45
C 3.6272 0.2897 -1.2116 0.29 0.34 -1.09
C -5.4401 -1.2976 -3.8835 1.19 0.09 0.77
C -4.3907 -0.4598 -3.5233 -0.34 -0.98 0.14
H 0.3872 0.6131 -3.0126 -0.11 -0.01 -0.07
H 2.7664 0.2994 -4.3822 0.21 0.00 0.16
H -6.2336 -1.0635 -4.5795 0.11 0.03 0.13
H 2.1568 -1.5766 6.4993 -1.01 -0.42 -0.29
H -0.3571 4.2595 4.5697 -0.11 -0.59 0.05
H 1.5648 4.1117 3.3597 -0.16 -0.10 -0.19
H 5.0406 1.6625 -3.8921 -0.15 0.00 0.15
H 0.3350 3.5075 2.2653 0.13 0.12 0.14
H 2.5062 -2.8519 5.2631 -1.39 -0.20 0.03
H -0.9597 -2.1212 -3.5681 0.12 0.23 -0.09
H -1.4766 -0.6075 -4.3427 0.08 -0.22 0.43
H 2.3260 0.2151 2.1204 0.00 0.28 0.11
H -3.6340 -3.0834 -1.7193 0.00 -0.20 0.15
H -1.7823 4.1790 -1.0926 0.02 -0.20 -0.20
H 2.4078 -1.5145 -5.0850 0.03 -0.12 0.00
H -5.9034 -3.3992 -3.2239 0.12 0.07 0.09
H -2.7499 1.2981 3.1419 0.32 0.29 0.09
H 5.4241 1.5656 -1.1849 -0.11 -0.09 -0.05
H 3.3902 -0.0010 -0.1971 0.16 0.04 -0.12
H 0.1998 -0.1641 1.0088 0.05 0.10 0.39
H -1.9088 2.3301 5.0503 -0.21 0.35 -0.40
H -0.6495 2.2780 1.3053 -0.18 -0.58 -0.14
H 2.2179 -4.0947 -1.7299 0.04 -0.08 -0.04
H 3.0420 -5.6288 -3.8499 -0.01 -0.03 0.07
H 0.9054 -0.4762 -4.2980 0.03 0.02 0.33
H 2.1532 -1.1717 4.7849 -1.10 -0.21 -0.06
H 2.8216 2.2149 3.3376 -0.44 -0.13 -0.61
H -2.1391 4.0636 -3.8050 0.03 -0.10 -0.12
H -2.3245 1.4203 -4.4400 0.02 0.03 0.10
H 0.4303 2.8431 5.2814 -0.07 0.21 -0.37
H 3.1241 -3.9487 -5.9941 0.03 0.04 0.08
H -1.7828 1.5992 -0.2589 -0.08 0.04 0.03
H -0.0987 -0.3996 2.7399 0.27 0.43 -0.31
H -1.7587 0.8486 1.2668 0.51 0.36 -0.04
H -4.1637 0.5438 -3.8406 -0.13 -0.11 0.11
```
Positions in Å, forces in eV/Å.

Values from the calculation:
Total charge   0
Molar mass   740.45 u
Lowest unoccupied orbital energy (spin up / spin down)   -0.2289 / -0.2295 Ha

(5)
Here is a cluster of 2 separate species, C6H12O in total from the Open Molecules 2025 dataset. Energies are from ωB97M-V/def2-TZVPD.

XYZ file:
```
19
Properties=species:S:1:pos:R:3:forces:R:3
O 5.1376 3.8477 -1.8751 6.58 0.45 -2.97
C 0.6342 -2.4450 -1.0488 -2.18 -1.23 -1.06
C -1.4471 -1.3334 -0.5531 0.38 0.60 0.55
C -1.6995 0.8655 2.4730 -0.51 2.17 -3.46
C -1.9987 -0.1772 1.6979 0.16 -1.01 0.68
C -2.2630 -0.3013 0.1533 -2.93 1.43 2.18
C -0.1478 -1.4713 -0.2632 -1.29 0.44 0.38
H 0.1681 -2.4767 -2.0708 0.71 0.11 0.67
H 0.4492 -3.4828 -0.6911 0.84 0.62 0.12
H -3.4378 -0.4334 0.1429 2.21 -0.27 -0.50
H 6.0635 3.6378 -1.4676 -3.06 0.53 -0.86
H -1.7469 1.9260 2.0472 0.45 -1.45 0.61
H -1.3314 0.7559 3.4399 -0.02 -0.20 1.70
H -1.9123 -1.8959 -1.3715 0.23 0.19 0.32
H 1.6247 -2.1348 -1.1239 1.90 -0.12 -0.15
H 4.4861 3.7085 -1.2952 -3.53 -0.98 3.83
H 0.2971 -0.8541 0.5574 -0.33 -0.73 -0.80
H -2.1369 0.7136 -0.2998 0.08 -0.70 0.30
H -2.0924 -1.0699 2.3794 0.31 0.13 -1.55
```
Positions in Å, forces in eV/Å.

Values from the calculation:
ΔE to the lowest compared entry with this formula, charge and spin   278.20 kJ/mol
Total charge   0
SMILES string   C=CC/C=C/C.O
Molar mass   100.16 u
Lowest unoccupied orbital energy   0.0342 Ha

(6)
Here is the molecule CH2N2OS from the Open Molecules 2025 dataset. Energies are from ωB97M-V/def2-TZVPD.

XYZ file:
```
7
Properties=species:S:1:pos:R:3:forces:R:3
S 0.1966 0.5910 0.4714 -2.45 -1.99 -2.10
O 0.7185 0.3881 1.8079 -0.17 0.09 -0.86
N -1.7840 2.6518 0.3032 -3.01 2.92 -0.44
N -0.7728 -0.5905 -0.5259 4.31 4.34 0.52
C -0.9509 1.9200 0.4518 2.80 -2.77 0.80
H -1.2517 -1.1438 0.1387 -0.54 -0.73 1.72
H 1.1108 1.4233 -0.2990 -0.95 -1.85 0.36
```
Positions in Å, forces in eV/Å.

Values from the calculation:
ΔE to the lowest compared entry with this formula, charge and spin   323.81 kJ/mol
Total charge   0
SMILES string   N#C[S@H](=N)=O
Molar mass   90.11 u
Lowest unoccupied orbital energy   -0.0239 Ha

In order of appearance, strongest force on any atom = 0.00861, 0.01240, 0.09018, 0.08549, 0.14068, 0.11934 hartree/bohr.